Computed, not measured: 2 unconnected molecules or ions with the total composition C33H36N2O4, with wB97M-V/def2-TZVPD.

Summary:
Charge: 0
HOMO-LUMO gap, eV: 3.290
LUMO, eV: -2.691
Molecular weight, g mol⁻¹: 524.66
F_max, Eh/bohr: 0.0582
Relative energy (zero: lowest compared OMol25 entry of this formula, charge and spin), kcal/mol: 57.7
HOMO energy, eV: -5.98

Last column: Löwdin charge in e.
Atoms and positions in Å:
C: 5.679 -5.875 0.380  -0.10
N: 4.419 -5.854 -0.324  -0.26
C: 4.332 -6.899 -1.318  -0.10
C: 3.433 -4.879 -0.098  -0.27
C: 3.423 -3.663 -0.818  -0.02
C: 2.454 -2.693 -0.577  -0.04
C: 1.430 -2.893 0.356  -0.18
C: 0.273 -1.884 0.467  -0.14
C: 0.433 -0.803 1.461  -0.13
C: 0.414 -1.277 2.846  -0.46
O: 0.099 -2.412 3.172  0.05
O: 0.845 -0.426 3.836  0.06
C: 1.135 0.923 3.431  -0.53
C: -0.124 1.703 3.128  -0.01
C: 1.914 1.603 4.572  0.01
O: 1.993 0.876 2.271  0.05
C: 1.516 0.136 1.210  -0.47
O: 2.078 0.254 0.125  0.03
C: 1.454 -4.082 1.098  -0.04
C: 2.417 -5.064 0.869  -0.01
H: 5.730 -5.064 1.115  0.09
H: 5.806 -6.842 0.895  0.07
H: 6.516 -5.777 -0.331  0.07
H: 3.381 -6.860 -1.860  0.09
H: 5.165 -6.815 -2.036  0.07
H: 4.434 -7.886 -0.835  0.07
H: 4.169 -3.496 -1.597  0.11
H: 2.466 -1.761 -1.151  0.10
H: 0.150 -1.421 -0.518  0.11
H: -0.615 -2.444 0.767  0.11
H: -0.680 1.215 2.321  0.07
H: -0.743 1.755 4.028  0.10
H: 0.152 2.714 2.814  0.07
H: 2.824 1.052 4.821  0.09
H: 2.185 2.620 4.276  0.08
H: 1.282 1.659 5.461  0.09
H: 0.680 -4.250 1.854  0.10
H: 2.373 -6.007 1.416  0.11
C: -2.320 4.366 2.062  0.01
C: -1.731 3.983 0.773  -0.16
N: -0.744 4.735 0.224  -0.01
C: -0.016 5.765 0.939  0.02
C: -0.424 4.278 -1.058  -0.15
C: -1.242 3.154 -1.330  -0.08
C: -1.053 2.487 -2.538  0.00
C: -0.103 2.980 -3.449  -0.05
C: 0.755 4.046 -3.108  -0.05
C: 0.605 4.704 -1.882  0.00
C: -2.119 2.969 -0.157  -0.08
C: -3.040 1.953 0.063  0.10
C: -3.736 1.220 -0.956  -0.21
C: -4.089 1.776 -2.221  -0.03
C: -4.604 0.975 -3.234  -0.02
C: -4.773 -0.404 -3.024  -0.25
C: -5.160 -1.311 -4.156  -0.04
C: -4.558 -0.939 -1.742  -0.02
C: -4.101 -0.133 -0.715  0.01
H: -3.223 3.774 2.220  0.09
H: -1.625 4.172 2.889  0.09
H: -2.589 5.433 2.091  0.10
H: 0.789 6.118 0.290  0.09
H: -0.663 6.608 1.220  0.11
H: 0.426 5.347 1.859  0.11
H: -1.654 1.605 -2.749  0.11
H: -0.008 2.516 -4.431  0.11
H: 1.539 4.358 -3.793  0.11
H: 1.265 5.504 -1.536  0.11
H: -3.274 1.692 1.112  0.14
H: -4.002 2.851 -2.361  0.13
H: -4.867 1.410 -4.203  0.12
H: -5.284 -2.332 -3.776  0.08
H: -6.096 -0.999 -4.639  0.09
H: -4.385 -1.332 -4.937  0.09
H: -4.766 -1.999 -1.576  0.12
H: -4.022 -0.515 0.302  0.13